Run i
# C20H26FN5O3

One molecule with the formula C20H26FN5O3 (ωB97M-V/def2-TZVPD, the OMol25 dataset).

Summary:
- Highest occupied orbital energy: -9.01 eV

Last column: natural (NBO) charge in e.
Atoms and positions in Å:
F 1.725 2.698 -3.443  -0.367
O 3.352 -0.888 -0.014  -0.618
O -2.370 3.570 -0.967  -0.610
O -0.913 1.609 -2.807  -0.537
N 1.209 -0.581 -0.672  -0.424
N 2.414 -3.638 -1.204  -0.228
N 2.058 -4.850 -0.777  -0.320
N -1.987 1.769 0.363  -0.469
N -0.289 -1.906 4.389  -0.424
C 1.315 0.865 -0.659  -0.239
C 2.036 -2.816 -0.244  0.058
C -2.179 2.370 -0.851  0.663
C 1.429 -1.901 2.716  -0.265
C 1.450 -4.835 0.430  -0.024
C -0.839 -2.949 3.769  0.035
C -2.137 1.521 -2.121  -0.152
C -2.520 2.480 1.515  -0.402
C -0.138 -1.039 -0.962  -0.215
C -1.054 -0.609 0.186  -0.435
C -0.882 0.848 0.687  -0.025
C 1.403 -3.514 0.815  -0.170
C -0.320 -3.515 2.614  -0.256
C 0.570 2.813 -4.220  0.036
C 0.839 -2.978 2.065  0.003
C 0.684 2.911 0.652  -0.608
C -0.675 2.884 -3.373  -0.111
C 0.568 1.393 0.567  -0.239
C 0.829 -1.404 3.864  0.039
C 2.261 -1.353 -0.320  0.658
H 1.264 -0.564 4.391  0.197
H 0.243 3.301 1.570  0.207
H -0.176 -2.106 -1.165  0.222
H -2.334 0.473 -1.899  0.195
H 0.522 1.955 -4.899  0.173
H 1.107 0.966 1.419  0.211
H 2.355 1.179 -0.692  0.246
H -1.520 3.181 -4.005  0.184
H 2.340 -1.454 2.336  0.245
H -0.437 -0.552 -1.894  0.208
H 0.874 1.246 -1.581  0.227
H -0.551 3.647 -2.598  0.203
H 1.125 -5.740 0.915  0.224
H -1.007 0.742 1.766  0.218
H -3.349 3.118 1.224  0.228
H -1.745 -3.339 4.217  0.194
H -2.101 -0.805 -0.062  0.219
H 0.197 3.405 -0.190  0.213
H -2.885 1.759 2.248  0.198
H -1.767 3.110 1.993  0.191
H 1.733 3.209 0.646  0.222
H 2.262 -5.664 -1.325  0.411
H 0.654 3.725 -4.819  0.171
H -0.871 -1.269 1.037  0.227
H -0.824 -4.346 2.137  0.216
H -2.950 1.864 -2.768  0.195

Run ii
# C20H26FN5O3

One molecule with the formula C20H26FN5O3 (ωB97M-V/def2-TZVPD, the OMol25 dataset).

Summary:
- Highest occupied orbital energy: -9.12 eV

Last column: natural (NBO) charge in e.
Atoms and positions in Å:
F 3.180 -1.917 2.924  -0.369
O 3.226 -1.072 0.190  -0.540
O -2.254 -2.316 1.445  -0.616
O 4.065 1.982 0.123  -0.633
N -3.668 -3.134 -2.478  -0.321
N 1.805 1.862 0.002  -0.445
N -0.565 -1.542 0.146  -0.422
N -3.621 2.943 -0.442  -0.426
N -2.794 -3.364 -1.489  -0.235
C -4.101 -1.860 -2.517  -0.040
C -0.003 -1.104 -1.118  -0.217
C 0.038 0.425 -1.178  -0.430
C 0.251 0.369 1.430  -0.237
C 0.260 -1.151 1.278  -0.238
C 0.502 1.165 0.106  -0.024
C -3.573 0.219 -1.120  -0.011
C 3.244 -0.036 -0.771  -0.147
C -3.720 1.207 -2.091  -0.265
C -2.673 -2.202 -0.877  0.048
C 1.164 0.778 2.577  -0.603
C 4.203 -2.202 2.025  0.036
C -3.502 1.994 0.484  0.047
C -3.472 -1.199 -1.484  -0.118
C 4.357 -1.076 1.044  -0.111
C -1.805 -2.046 0.342  0.660
C -3.740 2.537 -1.705  0.038
C 3.057 1.348 -0.158  0.648
C -3.479 0.636 0.206  -0.272
C 1.743 3.269 0.394  -0.412
H -3.422 2.337 1.510  0.195
H 4.215 0.001 -1.275  0.197
H -0.143 -1.614 2.176  0.244
H 2.714 3.726 0.239  0.245
H 0.993 -1.545 -1.188  0.200
H 2.209 0.566 2.351  0.211
H -0.179 2.012 0.177  0.218
H -0.980 0.759 -1.377  0.227
H 5.272 -1.233 0.457  0.182
H -4.821 -1.525 -3.245  0.225
H -0.590 -1.499 -1.945  0.223
H 0.904 0.212 3.472  0.223
H 5.125 -2.333 2.594  0.172
H 2.481 -0.268 -1.506  0.194
H -0.779 0.620 1.708  0.208
H 4.458 -0.123 1.573  0.201
H 1.469 3.390 1.443  0.193
H -3.781 0.946 -3.140  0.217
H 0.633 0.763 -2.029  0.220
H 0.995 3.776 -0.218  0.196
H 1.271 -1.525 1.118  0.228
H 3.945 -3.132 1.515  0.175
H 1.074 1.836 2.819  0.206
H -3.845 3.319 -2.449  0.194
H -3.942 -3.892 -3.077  0.413
H -3.400 -0.085 1.010  0.246

run ii (26.5 kJ/mol below the next structure)

Run i
# C4H8S3

One molecule with the formula C4H8S3 (ωB97M-V/def2-TZVPD, the OMol25 dataset).

Summary:
- Highest occupied orbital energy: -8.71 eV

Last column: natural (NBO) charge in e.
Atoms and positions in Å:
S -3.821 0.403 -0.158  0.034
S 1.039 1.067 -0.752  0.235
S -1.140 -0.833 0.247  0.378
C 0.400 -0.595 -0.641  -0.520
C 0.518 1.771 0.811  -0.769
C 1.332 -1.565 0.091  -0.622
C -2.327 -0.002 -0.626  -0.532
H 0.280 -0.884 -1.707  0.240
H 1.175 2.591 1.077  0.238
H -2.053 0.224 -1.661  0.210
H 2.348 -1.550 -0.277  0.234
H -0.524 2.146 0.811  0.227
H 0.633 0.945 1.586  0.222
H 1.295 -1.165 1.048  0.205
H 0.846 -2.550 0.154  0.221

Run ii
# C4H8S3

A 2-piece molecular cluster, C4H8S3 overall (ωB97M-V/def2-TZVPD, the OMol25 dataset).

Summary:
- Highest occupied orbital energy: -8.55 eV

Last column: natural (NBO) charge in e.
Atoms and positions in Å:
S 1.823 -1.344 2.341  -0.309
S -0.305 1.620 1.219  0.061
S 1.333 0.455 -1.210  0.140
C -0.342 0.876 -0.371  -0.224
C -0.510 -1.649 -0.339  -0.427
C 0.090 -0.528 -0.536  -0.166
C -1.373 1.457 -1.315  -0.641
H 2.321 -0.346 1.520  0.161
H 2.653 -2.272 1.923  0.146
H 0.009 -2.476 -0.702  0.211
H -1.410 -1.648 0.334  0.227
H 0.471 0.729 1.835  0.124
H -1.084 2.537 -1.642  0.221
H -2.311 1.728 -0.862  0.236
H -1.365 0.862 -2.193  0.238

run i (128.5 kJ/mol below the next structure)

Run i
# C4H13N3S

One molecule with the formula C4H13N3S (ωB97M-V/def2-TZVPD, the OMol25 dataset).

Summary:
- Highest occupied orbital energy: -8.74 eV

Last column: natural (NBO) charge in e.
Atoms and positions in Å:
S 1.944 1.711 1.331  -0.074
N 2.647 -1.420 0.404  -0.837
N -2.662 1.075 -0.151  -0.833
N -0.980 -0.637 -0.290  -0.625
C 0.416 -0.240 -0.022  -0.072
C 1.171 -1.530 0.336  -0.222
C 0.324 0.878 1.046  -0.502
C -1.822 0.279 -1.086  -0.059
H 0.884 0.195 -0.926  0.156
H 0.918 -2.307 -0.381  0.185
H -2.467 -0.422 -1.622  0.167
H -0.937 -1.491 -0.830  0.353
H -0.379 1.634 0.729  0.242
H 0.030 0.454 2.003  0.229
H -1.265 0.961 -1.730  0.164
H -3.144 1.818 -0.663  0.349
H 0.864 -1.811 1.346  0.191
H 3.033 -1.446 -0.528  0.346
H 2.020 2.339 0.135  0.121
H -3.434 0.468 0.092  0.352
H 2.840 -0.510 0.806  0.368

Run ii
# C4H13N3S

One molecule with the formula C4H13N3S (ωB97M-V/def2-TZVPD, the OMol25 dataset).

Summary:
- Highest occupied orbital energy: -8.46 eV

Last column: natural (NBO) charge in e.
Atoms and positions in Å:
S -1.318 2.585 -1.759  -0.030
N -0.937 -3.337 0.341  -0.881
N 0.375 -1.264 -0.065  -0.675
N 1.340 2.250 0.200  -0.875
C 0.766 1.105 -0.517  -0.055
C -0.733 1.248 -0.723  -0.576
C 0.951 -0.053 0.552  -0.228
C -0.736 -1.954 0.670  -0.020
H 1.513 3.057 -0.374  0.366
H -1.564 -1.260 0.443  0.138
H -1.121 0.274 -1.088  0.253
H -1.310 1.206 0.213  0.207
H 1.366 0.928 -1.420  0.208
H -0.588 3.602 -1.287  0.111
H 0.993 2.465 1.120  0.366
H 2.043 -0.202 0.554  0.204
H -0.494 -1.842 1.734  0.145
H 0.696 0.265 1.562  0.196
H -1.741 -3.667 0.837  0.390
H 1.105 -1.864 -0.413  0.369
H -0.605 -3.542 -0.581  0.386

run i (88.5 kJ/mol below the next structure)

Run i
# NO5S

A 2-piece molecular cluster, NO5S overall (ωB97M-V/def2-TZVPD, the OMol25 dataset).

Summary:
- Net charge: -1
- Highest occupied orbital energy (spin up / spin down): -4.37 / -3.43 eV

Last column: natural (NBO) charge in e.
Atoms and positions in Å:
S 1.021 0.064 -1.117  2.345
O -2.561 -0.168 1.725  -0.472
O 2.442 -0.043 -0.876  -0.878
O -0.391 -0.030 1.404  -0.536
O 0.373 -1.091 -1.712  -0.873
O 0.530 1.356 -1.557  -0.874
N -1.413 -0.088 2.132  0.288

Run ii
# NO5S

An isolated ion of composition NO5S and charge -1 (ωB97M-V/def2-TZVPD, the OMol25 dataset).

Summary:
- Net charge: -1
- Highest occupied orbital energy: -5.27 eV

Last column: natural (NBO) charge in e.
Atoms and positions in Å:
S 0.904 0.279 -1.000  1.687
O 0.451 0.261 0.933  -0.596
O -1.383 1.084 0.313  -0.446
O -0.083 -0.732 -1.286  -0.981
O -1.290 -0.869 1.153  -0.427
O 2.247 -0.194 -0.927  -0.974
N -0.845 0.172 0.814  0.737

run ii (29.1 kJ/mol below the next structure)

Run i
# C9H9NO

One molecule with the formula C9H9NO (ωB97M-V/def2-TZVPD, the OMol25 dataset).

Summary:
- Highest occupied orbital energy: -8.19 eV

Last column: natural (NBO) charge in e.
Atoms and positions in Å:
O -0.310 1.322 3.046  -0.257
N 0.290 1.490 1.762  -0.143
C 1.378 1.002 -0.933  -0.419
C -1.016 -0.307 1.729  -0.226
C -1.394 -1.651 -0.258  -0.224
C -1.627 -1.402 1.111  -0.165
C -0.143 0.494 1.001  0.155
C 1.670 0.687 -2.385  -0.604
C -0.431 -0.897 -0.952  -0.201
C 0.227 0.162 -0.312  -0.016
C -1.103 0.228 2.948  0.178
H 2.265 0.844 -0.332  0.217
H 2.589 1.184 -2.675  0.216
H -2.359 -2.005 1.639  0.214
H -0.221 -1.164 -1.967  0.219
H -1.873 -2.515 -0.737  0.219
H 1.746 -0.395 -2.531  0.200
H -1.679 -0.220 3.747  0.210
H 1.142 2.063 -0.897  0.221
H 0.848 1.079 -3.005  0.205

Run ii
# C9H9NO

One molecule with the formula C9H9NO (ωB97M-V/def2-TZVPD, the OMol25 dataset).

Summary:
- Highest occupied orbital energy: -9.36 eV

Last column: natural (NBO) charge in e.
Atoms and positions in Å:
O 1.369 -1.777 3.064  -0.567
N -0.333 -0.248 2.515  -0.526
C 0.474 -1.042 2.750  0.856
C -1.238 1.118 0.615  -0.432
C 1.081 0.675 -0.286  -0.207
C -0.759 -0.267 -1.455  -0.209
C -1.499 0.190 1.804  -0.203
C 1.972 0.092 -1.165  -0.201
C -0.299 0.505 -0.373  -0.026
C 1.501 -0.575 -2.272  -0.220
C 0.143 -0.670 -2.410  -0.206
H 2.188 -1.161 -2.890  0.221
H -0.196 -1.212 -3.276  0.210
H -0.864 2.065 0.991  0.225
H -1.821 -0.392 -1.526  0.206
H 3.050 0.273 -0.925  0.219
H -1.985 0.705 2.628  0.218
H -2.197 1.265 0.080  0.224
H 1.457 1.225 0.607  0.210
H -2.044 -0.770 1.524  0.208

run ii (162.4 kJ/mol below the next structure)

Run i
# CHO2S2

A 2-piece molecular cluster, CHO2S2 overall (ωB97M-V/def2-TZVPD, the OMol25 dataset).

Summary:
- Net charge: -1
- Highest occupied orbital energy (spin up / spin down): -3.51 / -3.51 eV

Last column: natural (NBO) charge in e.
Atoms and positions in Å:
S -3.388 -0.830 -0.063  1.006
S -1.958 1.919 0.050  0.084
O 0.429 -0.547 0.194  -1.086
O -2.893 -2.198 0.011  -0.945
C -2.274 0.346 -0.040  -0.451
H 0.180 -0.269 -0.643  0.393

Run ii
# CHO2S2

An isolated ion of composition CHO2S2 and charge -1 (ωB97M-V/def2-TZVPD, the OMol25 dataset).

Summary:
- Net charge: -1
- Highest occupied orbital energy: -3.71 eV

Last column: natural (NBO) charge in e.
Atoms and positions in Å:
S 0.989 0.399 0.454  1.430
S -1.276 -1.504 -0.646  -0.069
O 0.054 1.504 0.861  -1.030
O 1.045 -0.503 1.696  -1.010
C -0.296 -0.211 -0.739  -0.495
H -0.517 0.315 -1.626  0.175

run ii (251.0 kJ/mol below the next structure)